# C3H6N2O2

An isolated molecule of C3H6N2O2 in a non-equilibrium geometry (ωB97M-V/def2-TZVPD, the Open Molecules 2025 dataset).

For the energy relative to the best compared isomer or geometry (same formula, charge and spin), the calculation gives 48.9 kcal per mole. As for the SMILES: NCC(=O)NC=O. The total energy comes out at -10282.6789 eV. For the orbital gap, the calculation gives 0.368 hartree. The calculation puts the largest force on an atom at 1.7 eV/A. The charge is 0.

Geometry as XYZ:
```
13
C3H6N2O2 | the Open Molecules 2025 dataset | ωB97M-V/def2-TZVPD
N -1.592 -0.916 -0.679
C -0.642 -0.875 0.475
C -0.406 0.555 0.207
O -1.156 1.456 0.509
N 0.796 0.734 -0.549
C 1.844 0.486 0.318
O 1.746 -0.187 1.323
H -2.315 -0.205 -0.697
H -1.118 -0.957 -1.574
H 0.184 -1.567 0.264
H -0.992 -1.070 1.507
H 0.878 1.565 -1.128
H 2.772 0.980 0.025
```

Mulliken population analysis, charges in e, atoms 1 to 4:
1 N -0.69
2 C -0.16
3 C 0.32
4 O -0.58